Entry 1:
Here is a gas-phase ion, C5H13N2O (charge +1) in a non-equilibrium geometry from OMol25. Energies are from ωB97M-V/def2-TZVPD.

```
21
Properties=species:S:1:pos:R:3
C -1.85 0.19 -0.50
O -2.91 -0.72 -0.79
C -0.75 -0.62 0.16
C 0.36 0.15 0.94
C 1.12 0.99 -0.01
C 2.41 0.70 -0.26
N 3.20 1.51 -1.04
N -1.30 -1.72 1.01
H -1.42 0.88 -1.32
H -2.30 0.85 0.27
H -3.19 -0.63 -1.71
H -0.19 -1.14 -0.63
H 0.87 -0.46 1.67
H -0.19 0.81 1.65
H 0.60 1.86 -0.37
H 2.91 -0.14 0.17
H 2.88 2.38 -1.42
H 4.01 1.08 -1.52
H -1.89 -1.36 1.81
H -0.49 -2.20 1.41
H -1.85 -2.42 0.49
```

Summary:
LUMO energy: -3.288 eV
energy relative to the best compared isomer or geometry (same formula, charge and spin): 1.984 eV
E_HOMO: -11.370 eV
2S+1: 1
total charge: +1
SMILES: N/C=C/C[C@@H]([NH3+])CO

***

Entry 2:
Here is a molecular structure, C8H11N in a non-equilibrium geometry from OMol25. Energies are from ωB97M-V/def2-TZVPD.

```
20
Properties=species:S:1:pos:R:3
C 2.51 0.11 0.69
C 0.42 -1.76 0.12
C -0.58 -1.42 0.91
C 0.49 -0.45 -0.54
C -0.69 -0.01 0.37
C 0.89 0.02 -1.89
C -0.36 0.94 1.50
C -1.89 0.48 -0.37
N 3.36 0.52 1.38
H 1.18 -2.56 -0.11
H -1.20 -2.11 1.50
H 0.06 0.10 -2.54
H 1.67 -0.64 -2.18
H 1.36 1.11 -2.13
H -1.26 1.05 2.08
H -0.10 1.91 1.10
H 0.68 0.58 1.96
H -2.61 0.98 0.32
H -2.40 -0.19 -1.06
H -1.54 1.32 -1.10
```

Summary:
LUMO energy (spin up / spin down): -1.050 / -1.050 eV
energy relative to the best compared isomer or geometry (same formula, charge and spin): 4.243 eV
E_HOMO (spin up / spin down): -9.504 / -9.505 eV
2S+1: 1

***

Entry 3:
Here is a molecular structure, C28H26N7Rh in a non-equilibrium geometry from OMol25. Energies are from ωB97M-V/def2-TZVPD.

```
62
Properties=species:S:1:pos:R:3
Rh -0.03 0.06 -0.55
C -1.53 -0.10 2.40
N -0.17 0.03 1.90
C 0.65 1.12 2.42
C 1.76 1.35 1.45
N 1.87 0.64 0.33
C 3.03 1.07 -0.29
C 3.67 0.63 -1.44
C 4.81 1.29 -1.83
C 5.32 2.37 -1.09
C 4.73 2.78 0.09
C 3.59 2.10 0.49
N 2.76 2.23 1.59
C -2.32 -0.82 1.37
N -1.90 -0.95 0.12
C -2.90 -1.59 -0.58
C -3.01 -1.93 -1.92
C -4.16 -2.59 -2.31
C -5.18 -2.89 -1.40
C -5.09 -2.54 -0.07
C -3.94 -1.88 0.32
N -3.54 -1.37 1.54
H -1.95 0.90 2.55
H -1.57 -0.63 3.37
H 0.33 -0.85 2.05
H 1.05 0.90 3.43
H 0.04 2.03 2.50
H 3.29 -0.22 -1.99
H 5.34 0.98 -2.71
H 6.21 2.87 -1.44
H 5.14 3.59 0.67
H 2.89 2.89 2.34
H -2.23 -1.69 -2.62
H -4.28 -2.87 -3.35
H -6.06 -3.39 -1.76
H -5.88 -2.77 0.63
H -4.08 -1.39 2.39
C 0.52 -0.74 -3.65
N -0.14 0.17 -2.78
C -1.00 1.04 -3.20
C -1.65 1.88 -2.28
C -2.71 2.80 -2.47
C -3.01 3.29 -1.22
C -2.12 2.65 -0.31
N -1.31 1.82 -0.94
C 0.24 -2.16 -3.20
C 0.31 -2.50 -1.85
C -0.03 -3.77 -1.43
C -0.45 -4.71 -2.36
C -0.54 -4.38 -3.70
C -0.17 -3.11 -4.13
H 1.60 -0.57 -3.59
H 0.21 -0.61 -4.70
H -1.25 1.13 -4.26
H -3.17 3.03 -3.41
H -3.75 4.02 -0.96
H -2.06 2.82 0.75
H 0.65 -1.72 -1.11
H 0.04 -4.04 -0.39
H -0.72 -5.71 -2.03
H -0.90 -5.10 -4.42
H -0.23 -2.85 -5.17
```

Summary:
LUMO energy: -8.137 eV
energy relative to the best compared isomer or geometry (same formula, charge and spin): 1.856 eV
E_HOMO: -13.524 eV
2S+1: 1
total charge: +2

***

Entry 4:
Here is a molecular structure, C5H10LiO3 in a non-equilibrium geometry from OMol25. Energies are from ωB97M-V/def2-TZVPD.

```
19
Properties=species:S:1:pos:R:3
H -2.22 -0.16 -0.17
O 1.16 0.32 -0.75
O -0.55 1.42 -1.57
C -0.10 0.70 -0.68
O -0.59 0.67 0.55
C -2.02 0.70 0.60
C 1.49 -1.06 -0.53
C 2.99 -1.22 -0.65
H 1.13 -1.35 0.47
H 0.97 -1.66 -1.29
H 3.51 -0.63 0.12
H 3.25 -2.27 -0.51
H 3.34 -0.90 -1.64
C -2.47 0.54 2.02
H -2.34 1.62 0.09
H -2.16 -0.42 2.43
H -3.57 0.60 2.07
H -2.05 1.34 2.65
Li 0.22 1.78 -3.23
```

Summary:
LUMO energy (spin up / spin down): 0.310 / 0.441 eV
E_HOMO (spin up / spin down): -3.527 / -11.354 eV
2S+1: 2

***

| no. | energy (eV) |
| --- | --- |
| 1 | -10416.2119 |
| 2 | -9958.8815 |
| 3 | -42882.5653 |
| 4 | -11692.9622 |